The following is a quantum chemistry calculation of a structure of composition C46H51AuF5Ge2N3O2SeSi, from the Open Molecules 2025 dataset.

Geometry (Å):
1 Au -0.012 -0.507 0.866
2 C 3.519 -3.174 1.082
3 C 2.576 -3.011 2.269
4 Ge 1.603 -1.302 2.460
5 C 0.645 -1.501 4.181
6 C 0.000 -0.204 4.667
7 C 2.957 0.083 2.701
8 C 2.809 1.318 2.223
9 Ge 1.091 1.708 1.308
10 C -0.101 2.762 2.458
11 C 0.114 4.278 2.404
12 C 0.994 2.193 -0.611
13 C 1.925 3.295 -1.118
14 C 3.757 2.438 2.458
15 C 4.894 2.295 3.258
16 C 5.754 3.358 3.473
17 C 5.503 4.598 2.898
18 C 4.384 4.759 2.099
19 C 3.529 3.688 1.885
20 H 4.061 -4.121 1.145
21 H 4.256 -2.372 1.046
22 H 2.979 -3.151 0.139
23 H 3.147 -3.068 3.202
24 H 1.842 -3.821 2.302
25 H 1.354 -1.884 4.921
26 H -0.116 -2.276 4.043
27 H 0.751 0.579 4.801
28 H -0.510 -0.340 5.622
29 H -0.737 0.161 3.947
30 H 3.843 -0.172 3.283
31 H 0.019 2.388 3.476
32 H -1.113 2.509 2.143
33 H 1.056 4.575 2.862
34 H -0.691 4.780 2.944
35 H 0.101 4.654 1.377
36 H -0.054 2.465 -0.768
37 H 1.174 1.268 -1.163
38 H 1.686 4.267 -0.681
39 H 1.828 3.386 -2.201
40 H 2.970 3.070 -0.903
41 H 5.113 1.344 3.723
42 H 6.628 3.221 4.097
43 H 6.176 5.427 3.071
44 H 4.173 5.717 1.639
45 H 2.664 3.832 1.250
46 O -2.760 1.547 1.329
47 C -2.655 1.143 0.188
48 N -3.482 1.515 -0.854
49 C -3.157 0.876 -2.112
50 C -2.065 -0.037 -1.573
51 O -1.003 -0.445 -2.419
52 N -1.698 0.265 -0.304
53 C -4.374 0.147 -2.686
54 C -5.163 0.735 -3.667
55 C -6.293 0.081 -4.141
56 C -6.645 -1.159 -3.630
57 C -5.875 -1.737 -2.630
58 C -4.746 -1.086 -2.159
59 C -2.504 1.829 -3.120
60 C -2.162 3.130 -2.776
61 C -1.477 3.936 -3.675
62 C -1.119 3.453 -4.926
63 C -1.457 2.157 -5.281
64 C -2.148 1.349 -4.385
65 H -4.357 1.980 -0.690
66 H -4.898 1.706 -4.066
67 H -6.896 0.543 -4.912
68 H -7.520 -1.672 -4.008
69 H -6.161 -2.695 -2.216
70 H -4.149 -1.526 -1.367
71 H -2.434 3.509 -1.799
72 H -1.217 4.949 -3.393
73 H -0.589 4.088 -5.624
74 H -1.198 1.774 -6.259
75 H -2.482 0.365 -4.704
76 F -4.656 -5.196 6.570
77 C -4.301 -4.434 5.545
78 C -3.810 -3.157 5.770
79 F -3.702 -2.703 7.018
80 C -3.440 -2.370 4.698
81 F -2.983 -1.152 4.952
82 C -3.551 -2.823 3.378
83 Se -3.044 -1.740 1.937
84 C -4.058 -4.114 3.189
85 F -4.193 -4.608 1.962
86 C -4.426 -4.915 4.250
87 F -4.902 -6.143 4.047
88 C 0.203 -3.806 -0.886
89 Si 0.676 -2.680 -2.325
90 C -1.007 -1.880 -2.872
91 C 1.087 -3.802 -3.782
92 N 1.578 -1.359 -1.879
93 C 2.867 -0.979 -2.132
94 C 3.530 -0.079 -1.271
95 C 4.824 0.354 -1.504
96 C 5.533 -0.082 -2.615
97 C 4.912 -0.976 -3.480
98 C 3.619 -1.414 -3.251
99 H -0.596 -4.509 -1.142
100 H -0.135 -3.210 -0.029
101 H 1.065 -4.388 -0.557
102 H -1.182 -1.866 -3.948
103 H -0.874 0.176 -3.174
104 H -1.875 -2.317 -2.379
105 H 0.259 -4.480 -4.012
106 H 1.963 -4.416 -3.558
107 H 1.312 -3.225 -4.682
108 H 3.010 0.230 -0.375
109 H 5.294 1.029 -0.795
110 H 6.546 0.253 -2.798
111 H 5.451 -1.342 -4.348
112 H 3.156 -2.109 -3.941

The HOMO-LUMO gap (alpha / beta) is 5.620 / 3.494 eV. As for the multiplicity: 3.

The following is a quantum chemistry calculation of a cluster of 19 separate species, C46H51Cl72F3N2O3P in total, from the Open Molecules 2025 dataset.

Geometry (Å):
1 C 4.615 -2.633 0.162
2 C 5.921 -1.714 -0.302
3 C 5.375 -0.458 -1.229
4 C 5.809 0.939 -0.450
5 C 4.976 2.265 -0.963
6 C 3.322 2.071 -0.859
7 C 2.637 3.220 0.089
8 C 1.644 4.188 -0.795
9 C 0.215 3.412 -1.022
10 C -1.096 4.271 -0.445
11 C -1.041 4.521 1.180
12 C -2.565 4.987 1.662
13 C -3.312 3.873 2.619
14 C -4.529 3.060 1.822
15 C -5.814 4.096 1.660
16 C -7.214 3.264 1.308
17 C -8.147 4.346 0.438
18 C -9.552 3.662 -0.058
19 C -9.613 3.306 -1.667
20 C -9.597 1.678 -1.838
21 N -8.206 1.060 -1.930
22 N -7.147 1.884 -2.150
23 C -5.817 1.264 -2.272
24 P -4.391 2.540 -2.655
25 O -2.944 1.922 -2.449
26 O -4.530 2.830 -4.403
27 O -4.661 4.056 -1.839
28 C -5.299 -0.278 -2.152
29 C -6.615 -1.283 -1.880
30 C -6.464 -2.913 -1.718
31 C -7.009 -3.498 -0.281
32 C -5.871 -3.597 0.896
33 F -4.784 -4.554 0.534
34 F -5.360 -2.277 1.369
35 F -6.558 -4.211 2.093
36 C -7.992 -0.411 -1.823
37 C -9.384 -1.314 -1.610
38 H 4.955 -3.585 0.776
39 H 4.088 -2.982 -0.824
40 H 3.879 -1.993 0.840
41 H 6.487 -1.297 0.645
42 H 6.652 -2.376 -0.949
43 H 4.201 -0.590 -1.313
44 H 5.875 -0.475 -2.294
45 H 5.688 0.825 0.726
46 H 6.972 1.099 -0.632
47 H 5.279 2.440 -2.097
48 H 5.350 3.180 -0.298
49 H 3.069 1.030 -0.383
50 H 2.851 2.129 -1.952
51 H 3.434 3.898 0.615
52 H 2.014 2.661 0.934
53 H 1.405 5.200 -0.247
54 H 2.135 4.431 -1.836
55 H 0.017 3.301 -2.192
56 H 0.195 2.316 -0.591
57 H -1.236 5.266 -1.070
58 H -2.026 3.564 -0.638
59 H -0.323 5.414 1.467
60 H -0.689 3.563 1.777
61 H -3.245 5.189 0.710
62 H -2.525 6.000 2.289
63 H -2.474 3.129 3.018
64 H -3.803 4.374 3.583
65 H -4.133 2.726 0.761
66 H -4.801 2.070 2.398
67 H -5.572 4.776 0.737
68 H -5.913 4.786 2.600
69 H -7.002 2.293 0.690
70 H -7.697 3.028 2.374
71 H -7.542 4.903 -0.394
72 H -8.448 5.182 1.236
73 H -9.867 2.735 0.625
74 H -10.403 4.475 0.140
75 H -10.691 3.667 -2.032
76 H -8.845 3.892 -2.326
77 H -10.113 1.443 -2.889
78 H -10.239 1.247 -0.928
79 H -4.936 3.738 -4.560
80 H -4.129 4.037 -0.988
81 H -4.195 -0.667 -2.241
82 H -7.116 -3.388 -2.599
83 H -5.335 -3.246 -1.894
84 H -7.916 -2.891 0.169
85 H -7.408 -4.605 -0.479
86 H -9.662 -1.160 -0.465
87 H -9.214 -2.460 -1.766
88 H -10.240 -0.989 -2.346
89 C -5.191 7.631 -1.501
90 Cl -5.873 6.575 -2.763
91 Cl -3.412 7.584 -1.586
92 Cl -5.754 9.301 -1.755
93 Cl -5.723 7.061 0.101
94 C -1.591 -6.018 0.664
95 Cl 0.045 -6.620 1.034
96 Cl -2.490 -5.770 2.182
97 Cl -1.470 -4.472 -0.214
98 Cl -2.448 -7.209 -0.346
99 C -13.591 1.908 0.349
100 Cl -12.704 0.384 0.608
101 Cl -15.333 1.630 0.594
102 Cl -13.016 3.134 1.506
103 Cl -13.309 2.482 -1.314
104 C 9.667 -0.696 -0.741
105 Cl 11.309 -0.007 -0.774
106 Cl 8.710 -0.015 -2.080
107 Cl 9.762 -2.466 -0.920
108 Cl 8.886 -0.297 0.810
109 C -8.033 9.095 -4.966
110 Cl -6.391 9.785 -4.999
111 Cl -8.990 9.777 -6.305
112 Cl -7.938 7.325 -5.145
113 Cl -8.814 9.494 -3.415
114 C 12.367 -5.634 -0.139
115 Cl 12.971 -3.958 -0.122
116 Cl 13.680 -6.734 -0.628
117 Cl 11.796 -6.077 1.490
118 Cl 11.019 -5.768 -1.297
119 C 7.267 -7.500 0.125
120 Cl 6.047 -6.240 0.438
121 Cl 6.896 -8.941 1.105
122 Cl 7.242 -7.934 -1.603
123 Cl 8.881 -6.885 0.560
124 C 15.067 0.744 -2.941
125 Cl 13.847 2.004 -2.628
126 Cl 14.696 -0.697 -1.961
127 Cl 15.042 0.309 -4.669
128 Cl 16.681 1.359 -2.506
129 C -3.833 -10.436 -2.502
130 Cl -4.516 -11.492 -3.765
131 Cl -2.054 -10.482 -2.588
132 Cl -4.397 -8.765 -2.757
133 Cl -4.366 -11.005 -0.900
134 C -4.733 -8.974 3.820
135 Cl -3.742 -9.781 2.579
136 Cl -5.043 -7.289 3.330
137 Cl -6.283 -9.836 3.996
138 Cl -3.866 -8.990 5.376
139 C 7.267 1.298 4.403
140 Cl 7.233 0.813 6.117
141 Cl 6.181 2.689 4.157
142 Cl 8.928 1.752 3.946
143 Cl 6.724 -0.064 3.390
144 C 13.867 5.525 -5.034
145 Cl 14.170 6.291 -6.613
146 Cl 12.209 5.903 -4.500
147 Cl 14.055 3.759 -5.184
148 Cl 15.032 6.147 -3.838
149 C 17.467 -5.910 -2.103
150 Cl 17.433 -6.394 -0.388
151 Cl 16.381 -4.518 -2.348
152 Cl 19.128 -5.455 -2.559
153 Cl 16.924 -7.271 -3.115
154 C -19.133 0.187 0.250
155 Cl -20.581 -0.843 0.111
156 Cl -19.021 1.249 -1.175
157 Cl -19.252 1.180 1.724
158 Cl -17.680 -0.841 0.341
159 C -3.381 -6.863 8.830
160 Cl -4.828 -7.892 8.690
161 Cl -3.268 -5.800 7.404
162 Cl -3.499 -5.869 10.304
163 Cl -1.928 -7.890 8.921
164 C 9.219 -6.401 -5.202
165 Cl 7.772 -7.430 -5.342
166 Cl 9.332 -5.338 -6.628
167 Cl 9.101 -5.407 -3.728
168 Cl 10.672 -7.428 -5.111
169 C 12.519 0.908 5.751
170 Cl 13.405 -0.615 6.011
171 Cl 10.776 0.631 5.997
172 Cl 13.094 2.135 6.909
173 Cl 12.801 1.483 4.088
174 C 5.619 4.161 7.952
175 Cl 5.992 4.378 9.681
176 Cl 4.431 5.388 7.442
177 Cl 7.111 4.346 6.995
178 Cl 4.943 2.534 7.689

The total charge is +1. The HOMO-LUMO gap is 6.152 eV.

The following is a quantum chemistry calculation of a structure of composition C46H51N5O5S3SbSc, from the Open Molecules 2025 dataset.

Geometry (Å):
1 Sc 0.007 -0.041 0.071
2 C -1.774 -0.480 8.569
3 C -2.131 0.205 7.273
4 C -1.745 1.516 7.037
5 C -2.050 2.149 5.839
6 C -2.753 1.466 4.856
7 C -3.184 0.171 5.094
8 C -2.867 -0.453 6.294
9 S -3.037 2.201 3.253
10 O -3.095 3.630 3.509
11 O -4.229 1.569 2.751
12 N -1.825 1.726 2.369
13 C -0.566 2.214 2.493
14 C -0.163 3.322 3.292
15 C 1.158 3.676 3.372
16 C 2.115 2.969 2.645
17 C 1.655 1.965 1.831
18 N 0.370 1.594 1.722
19 H -2.366 -0.091 9.402
20 H -0.721 -0.328 8.816
21 H -1.953 -1.554 8.506
22 H -1.196 2.056 7.803
23 H -1.758 3.176 5.670
24 H -3.772 -0.331 4.337
25 H -3.186 -1.476 6.463
26 H -0.926 3.892 3.800
27 H 1.450 4.515 3.995
28 H 3.168 3.211 2.676
29 H 2.341 1.410 1.211
30 C -5.576 5.932 0.877
31 C -4.834 4.713 0.393
32 C -3.456 4.620 0.530
33 C -2.764 3.511 0.065
34 C -3.465 2.480 -0.539
35 C -4.843 2.553 -0.693
36 C -5.518 3.666 -0.223
37 S -2.616 1.060 -1.168
38 O -3.238 0.822 -2.461
39 O -2.725 -0.030 -0.213
40 N -1.079 1.388 -1.224
41 C -0.511 2.320 -2.142
42 C -1.213 3.132 -3.036
43 C -0.516 3.978 -3.894
44 C 0.871 4.015 -3.882
45 C 1.606 3.213 -2.989
46 C 3.033 3.188 -2.939
47 C 3.655 2.330 -2.009
48 C 2.892 1.562 -1.170
49 N 1.525 1.562 -1.163
50 C 0.894 2.367 -2.086
51 H -5.016 6.443 1.661
52 H -6.556 5.666 1.276
53 H -5.732 6.643 0.061
54 H -2.914 5.412 1.035
55 H -1.689 3.438 0.174
56 H -5.371 1.735 -1.168
57 H -6.597 3.720 -0.324
58 H -2.292 3.089 -3.082
59 H -1.071 4.604 -4.584
60 H 1.411 4.665 -4.564
61 H 3.608 3.808 -3.617
62 H 4.736 2.265 -1.946
63 H 3.371 0.884 -0.467
64 S 3.504 -3.121 1.175
65 C 2.974 -2.442 2.659
66 C 2.070 -1.448 2.468
67 C 1.750 -1.173 1.090
68 C 2.478 -2.012 0.291
69 C 2.444 -1.999 -1.166
70 C 3.279 -2.779 -1.981
71 C 3.273 -2.579 -3.346
72 C 2.457 -1.591 -3.883
73 C 1.635 -0.898 -3.015
74 N 1.584 -1.127 -1.706
75 H 3.370 -2.821 3.591
76 H 1.630 -0.912 3.302
77 H 3.928 -3.518 -1.528
78 H 3.907 -3.180 -3.989
79 H 2.452 -1.360 -4.939
80 H 0.974 -0.118 -3.378
81 C -4.583 -2.266 -2.561
82 C -3.311 -3.061 -2.861
83 Sb -1.435 -1.992 -2.661
84 C -1.525 -1.202 -4.697
85 C -1.518 -2.124 -5.913
86 C -0.347 -3.872 -2.840
87 C -0.366 -4.700 -4.125
88 H -5.475 -2.900 -2.624
89 H -4.708 -1.433 -3.256
90 H -4.546 -1.826 -1.561
91 H -3.334 -3.469 -3.876
92 H -3.212 -3.908 -2.177
93 H -0.725 -0.462 -4.776
94 H -2.453 -0.626 -4.650
95 H -0.547 -2.599 -6.056
96 H -1.745 -1.567 -6.829
97 H -2.262 -2.921 -5.828
98 H -0.785 -4.439 -2.012
99 H 0.683 -3.661 -2.544
100 H -1.371 -4.799 -4.544
101 H 0.012 -5.714 -3.946
102 H 0.266 -4.254 -4.895
103 C -2.935 -3.353 0.746
104 O -1.725 -2.856 0.224
105 C -0.989 -1.900 0.985
106 C -1.462 -1.745 2.399
107 H -2.790 -3.904 1.680
108 H -3.340 -4.039 0.001
109 H -3.655 -2.545 0.915
110 H -1.584 -2.690 2.954
111 H -2.422 -1.209 2.431
112 H -0.750 -1.134 2.958

The total charge is -2. The HOMO-LUMO gap (alpha / beta) is 3.569 / 4.307 eV.

Table of energy (Eh), in record order: -9577.85489 -35892.31844 -4629.00862